Record 1
C32H26BiF5N5OS2Te as an isolated structure. Source: the Open Molecules 2025 dataset; level of theory: ωB97M-V with the def2-TZVPD basis set.

Geometry as ORCA input:
```
! RIJCOSX wB97M-V def2-TZVPD def2/J DEFGRID3
* xyz -1 1
Bi -0.89 0.50 1.35
C -5.89 1.89 0.91
C -4.39 1.96 0.86
N -3.61 1.61 1.80
N -4.17 1.15 2.97
C -3.33 1.24 3.98
N -3.84 0.81 5.17
S -1.71 1.85 4.00
C -3.73 2.51 -0.36
C -4.39 2.53 -1.59
C -3.74 3.04 -2.70
C -2.45 3.52 -2.55
C -1.88 3.47 -1.29
N -2.49 3.00 -0.21
H -6.20 1.47 1.86
H -6.32 2.89 0.80
H -6.28 1.27 0.10
H -4.68 0.26 5.13
H -3.17 0.62 5.90
H -5.39 2.14 -1.68
H -4.23 3.06 -3.66
H -1.89 3.91 -3.39
H -0.86 3.82 -1.14
S 1.76 -1.05 5.03
C 2.76 0.09 4.25
C 2.16 0.60 3.13
C 0.86 0.07 2.88
C 0.52 -0.84 3.85
C -0.76 -1.54 3.93
C -1.09 -2.45 4.93
C -2.33 -3.06 4.90
C -3.21 -2.78 3.87
C -2.81 -1.86 2.91
N -1.64 -1.26 2.96
H 3.73 0.32 4.64
H 2.64 1.33 2.50
H -0.38 -2.66 5.72
H -2.60 -3.76 5.68
H -4.18 -3.25 3.80
H -3.46 -1.60 2.08
F -0.07 -3.05 -4.64
C -0.13 -2.67 -3.35
C 0.93 -2.00 -2.76
F 1.99 -1.73 -3.55
C 0.90 -1.63 -1.43
F -0.67 0.80 -0.78
C -0.23 -1.93 -0.65
O -0.30 -1.58 0.62
C -1.29 -2.61 -1.26
F -2.40 -2.90 -0.55
C -1.24 -2.98 -2.59
F -2.27 -3.63 -3.15
C 6.69 0.56 -4.89
C 5.66 0.31 -3.82
C 4.51 1.09 -3.73
C 3.55 0.86 -2.76
C 2.32 1.74 -2.75
C 3.74 -0.17 -1.83
Te 2.26 -0.46 -0.34
C 4.88 -0.98 -1.90
C 5.17 -2.13 -0.98
C 5.82 -0.72 -2.90
H 6.38 1.37 -5.55
H 6.85 -0.33 -5.50
H 7.65 0.83 -4.45
H 4.36 1.88 -4.45
H 2.31 2.37 -3.63
H 2.29 2.37 -1.86
H 1.40 1.15 -2.72
H 4.31 -2.41 -0.38
H 5.98 -1.87 -0.28
H 5.50 -3.00 -1.55
H 6.70 -1.35 -2.96
*
```

The calculation puts the energy above the lowest of the compared OMol25 structures with the same formula, charge and spin at 95.0 kJ/mol. The HOMO energy comes out at -4.570 eV.

Here is what Mulliken gives for the atomic charges, in e:
1. Bi 1.442
2. C -1.452
3. C 0.282
4. N 0.650
5. N -1.061
6. C 0.166
7. N -0.405
8. S -0.442
9. C 0.867
10. C -0.671
11. C -0.450
12. C -0.528
13. C -0.135
14. N -0.306
15. H 0.401
16. H 0.316
17. H 0.272
18. H 0.241
19. H 0.242
20. H 0.229
21. H 0.403
22. H 0.378
23. H 0.347
24. S -0.313
25. C -0.447
26. C -0.682
27. C -0.197
28. C 0.069
29. C 0.892
30. C -0.866
31. C -0.493
32. C -0.968
33. C -0.481
34. N 0.569
35. H 0.452
36. H 0.451
37. H 0.416
38. H 0.402
39. H 0.436
40. H 0.469
41. F -0.346
42. C 0.209
43. C 0.422
44. F -0.335
45. C 0.312
46. F -0.563
47. C -0.238
48. O -0.876
49. C 0.391
50. F -0.317
51. C 0.272
52. F -0.344
53. C -1.536
54. C 0.922
55. C -1.170
56. C 1.092
57. C -1.620
58. C -0.360
59. Te 0.525
60. C 1.087
61. C -1.846
62. C -0.746
63. H 0.342
64. H 0.332
65. H 0.332
66. H 0.217
67. H 0.353
68. H 0.292
69. H 0.266
70. H 0.305
71. H 0.314
72. H 0.423
73. H 0.394

Record 2
C32H26Br2N6NaO3S as an isolated structure at a distorted geometry. Source: the Open Molecules 2025 dataset; level of theory: ωB97M-V with the def2-TZVPD basis set.

Geometry as ORCA input:
```
! RIJCOSX wB97M-V def2-TZVPD def2/J DEFGRID3
* xyz -1 1
Na -0.29 0.90 0.03
C 0.45 -1.89 4.02
C 0.56 -0.82 2.97
N -0.38 0.01 2.70
N -1.44 0.00 3.57
C -2.61 0.26 3.00
N -3.57 0.65 3.92
S -3.07 0.10 1.36
C 1.83 -0.64 2.21
C 2.76 -1.68 2.08
C 3.88 -1.49 1.29
C 4.08 -0.27 0.68
C 3.14 0.72 0.90
N 2.05 0.55 1.65
H -0.60 -2.11 4.19
H 0.88 -1.58 4.97
H 0.95 -2.81 3.71
H -3.31 0.46 4.87
H -4.52 0.42 3.66
H 2.59 -2.63 2.56
H 4.59 -2.30 1.15
H 4.92 -0.09 0.03
H 3.25 1.70 0.45
Br -2.69 5.44 4.87
C -1.84 4.44 3.50
C -0.68 3.76 3.77
C -0.12 3.01 2.74
N -0.65 2.95 1.52
C -1.76 3.64 1.28
C -2.41 4.40 2.24
C -2.32 3.53 -0.11
C -3.06 4.57 -0.66
C -3.57 4.38 -1.93
Br -4.59 5.75 -2.75
C -3.33 3.20 -2.61
C -2.57 2.23 -1.98
N -2.08 2.39 -0.75
H -0.23 3.77 4.76
H 0.76 2.41 2.90
H -3.34 4.90 2.03
H -3.22 5.49 -0.13
H -3.71 3.03 -3.61
H -2.32 1.31 -2.49
O 0.69 -1.01 -0.45
C 0.65 -1.23 -1.87
C 0.12 0.10 -2.52
O -0.53 -0.04 -3.56
O 0.44 1.16 -1.93
C 2.08 -1.49 -2.35
C 2.75 -2.61 -1.86
C 4.07 -2.87 -2.21
C 4.73 -2.00 -3.07
C 4.07 -0.89 -3.57
C 2.75 -0.64 -3.21
C -0.29 -2.39 -2.18
C -0.12 -3.17 -3.32
C -1.00 -4.20 -3.61
C -2.07 -4.46 -2.76
C -2.25 -3.68 -1.63
C -1.36 -2.65 -1.34
H 0.97 -1.82 -0.01
H 2.23 -3.31 -1.21
H 4.57 -3.75 -1.83
H 5.76 -2.20 -3.35
H 4.58 -0.21 -4.24
H 2.25 0.24 -3.59
H 0.71 -2.96 -3.99
H -0.85 -4.79 -4.50
H -2.76 -5.26 -2.99
H -3.09 -3.86 -0.97
H -1.53 -2.03 -0.46
*
```

The calculation puts the energy above the lowest of the compared OMol25 structures with the same formula, charge and spin at 42.0 kJ/mol. The HOMO energy comes out at -4.294 eV.

Here is what Mulliken gives for the atomic charges, in e:
1. Na 0.766
2. C -1.603
3. C 0.013
4. N 1.119
5. N -1.417
6. C 0.322
7. N -0.454
8. S -0.462
9. C 0.915
10. C -1.063
11. C -0.418
12. C -0.578
13. C -0.216
14. N 0.104
15. H 0.408
16. H 0.273
17. H 0.400
18. H 0.248
19. H 0.234
20. H 0.263
21. H 0.384
22. H 0.397
23. H 0.401
24. Br -0.221
25. C -0.039
26. C -0.675
27. C -0.271
28. N -0.067
29. C 0.760
30. C -0.789
31. C 0.423
32. C -0.850
33. C 0.059
34. Br -0.214
35. C -0.993
36. C -0.373
37. N 0.361
38. H 0.429
39. H 0.398
40. H 0.471
41. H 0.524
42. H 0.443
43. H 0.390
44. O 0.084
45. C 3.173
46. C -0.582
47. O -0.785
48. O -0.839
49. C -0.989
50. C 0.050
51. C -0.981
52. C -0.458
53. C -0.848
54. C -0.138
55. C -0.064
56. C -0.169
57. C -0.952
58. C -0.445
59. C -1.001
60. C -0.267
61. H 0.273
62. H 0.426
63. H 0.421
64. H 0.390
65. H 0.408
66. H 0.489
67. H 0.456
68. H 0.390
69. H 0.381
70. H 0.452
71. H 0.324

> Among the records above, which one has the lowest energy above the lowest of the compared OMol25 structures with the same formula, charge and spin?

C32H26Br2N6NaO3S

> What is the formula in the second record?

C32H26Br2N6NaO3S

> energy above the lowest of the compared OMol25 structures with the same formula, charge and spin of number 2 (C32H26Br2N6NaO3S)?

42.0 kJ/mol